{"formula": "C26H22F6N7O3RuS", "method": "the ωB97M-V functional and the def2-TZVPD basis", "elements": ["Ru", "O", "C", "N", "C", "C", "C", "C", "C", "C", "N", "C", "O", "C", "C", "C", "C", "C", "N", "C", "C", "C", "C", "C", "N", "H", "H", "H", "H", "H", "H", "H", "H", "H", "H", "H", "H", "C", "C", "O", "C", "F", "F", "F", "C", "F", "F", "F", "H", "H", "H", "C", "C", "C", "N", "N", "C", "N", "S", "H", "H", "H", "H", "H", "H", "H"], "positions_angstrom": [[0.507964, 0.485196, 0.348371], [2.558027, 2.982285, -2.155168], [2.203811, 2.131566, -1.389965], [0.872681, 1.903339, -0.934265], [-0.101005, 2.861550, -1.099009], [-0.146667, 3.895907, -2.053499], [-1.212464, 4.752138, -2.018971], [-2.218788, 4.636586, -1.033661], [-2.172510, 3.664064, -0.073605], [-1.091022, 2.756625, -0.101577], [-0.821336, 1.752899, 0.804872], [-1.532779, 1.589062, 2.020640], [-2.501026, 2.223459, 2.343382], [-0.938703, 0.531611, 2.876932], [-1.515241, 0.215732, 4.084736], [-0.901598, -0.748516, 4.872686], [0.261612, -1.333373, 4.420201], [0.763076, -0.968658, 3.179321], [0.178973, -0.050461, 2.411116], [3.170492, 1.232217, -0.668819], [4.516629, 1.261924, -0.944090], [5.348712, 0.412980, -0.229548], [4.794292, -0.436169, 0.713681], [3.429470, -0.404910, 0.929641], [2.630020, 0.423539, 0.256524], [0.616482, 3.979390, -2.810313], [-1.291320, 5.526630, -2.769666], [-3.050675, 5.327558, -1.041659], [-2.940224, 3.576962, 0.674720], [-2.412262, 0.736766, 4.386524], [-1.326202, -1.028978, 5.826907], [0.778376, -2.084727, 4.999258], [1.659125, -1.426692, 2.799298], [4.880058, 1.946728, -1.697044], [6.413741, 0.404361, -0.417044], [5.404142, -1.125083, 1.279991], [2.958898, -1.075850, 1.627310], [1.799404, -3.818060, -1.925067], [1.410333, -2.344469, -1.959441], [1.359734, -1.805239, -0.669591], [0.051719, -2.182750, -2.679292], [0.112980, -2.651767, -3.927496], [-0.884550, -2.889325, -2.027109], [-0.361118, -0.918251, -2.731723], [2.500050, -1.548398, -2.695017], [2.713154, -1.995364, -3.926022], [2.211110, -0.241932, -2.777839], [3.656872, -1.650121, -2.018093], [1.028825, -4.378184, -1.398891], [2.741057, -3.923200, -1.391434], [1.906822, -4.225581, -2.928389], [-5.479857, 0.021032, 0.606162], [-4.684481, -0.509454, -0.586975], [-3.293688, -0.903922, -0.202660], [-2.270105, -0.166861, -0.391396], [-1.106153, -0.736734, 0.114218], [-1.275053, -1.958885, 0.675500], [-0.286547, -2.687375, 1.097525], [-2.952123, -2.414286, 0.606373], [-6.466204, 0.349882, 0.283824], [-4.967602, 0.867229, 1.068881], [-5.618938, -0.749959, 1.365195], [-4.595008, 0.248876, -1.364929], [-5.192632, -1.371041, -1.023486], [0.753929, -2.350198, -0.045561], [-0.584690, -3.593289, 1.434529]], "forces_ev_per_angstrom": [[-0.11, -0.92, 0.37], [0.00, -0.17, -0.04], [-0.33, 0.02, 0.36], [0.61, 0.00, -0.82], [0.12, 0.04, 0.09], [0.03, -0.11, 0.04], [-0.20, 0.07, 0.12], [0.09, 0.08, -0.19], [0.13, -0.15, -0.01], [-0.33, 0.05, 0.10], [0.30, 0.45, 0.36], [-0.05, 0.27, -0.41], [0.07, -0.12, 0.01], [0.17, 0.01, -0.14], [0.05, -0.03, 0.16], [-0.18, 0.09, 0.08], [0.16, -0.03, -0.11], [0.01, 0.19, 0.10], [0.02, -0.56, -0.07], [-0.26, 0.02, -0.02], [0.09, 0.00, 0.05], [0.02, 0.00, -0.03], [0.02, -0.02, 0.01], [-0.01, 0.12, -0.13], [0.16, 0.60, 0.25], [-0.04, -0.02, 0.04], [-0.01, 0.02, 0.01], [0.01, 0.02, -0.02], [0.00, 0.01, -0.02], [-0.01, -0.01, 0.00], [0.00, 0.00, 0.00], [0.01, 0.00, 0.01], [-0.11, -0.13, 0.00], [0.01, -0.01, -0.01], [0.01, 0.01, 0.02], [0.01, 0.00, -0.01], [0.05, 0.02, -0.01], [-0.04, -0.02, -0.01], [0.04, -0.02, -0.14], [-0.21, 0.40, 0.22], [0.14, -0.05, -0.04], [-0.05, -0.02, -0.09], [-0.09, -0.04, 0.07], [-0.01, 0.12, 0.01], [0.09, -0.14, 0.06], [0.02, -0.05, -0.14], [-0.08, 0.08, -0.10], [0.06, 0.01, 0.02], [0.00, -0.02, 0.01], [0.01, 0.01, 0.00], [-0.02, 0.01, 0.01], [0.02, 0.03, 0.04], [0.09, -0.02, -0.03], [-0.28, -0.10, -0.05], [0.55, -0.18, 0.10], [-0.92, 0.26, -0.03], [0.02, 0.13, -0.17], [0.18, -0.09, -0.05], [-0.27, -0.03, 0.04], [-0.01, 0.01, 0.00], [-0.02, -0.03, -0.03], [0.02, 0.00, 0.01], [-0.01, 0.02, 0.02], [-0.01, 0.01, -0.04], [0.26, -0.07, 0.13], [0.02, -0.01, 0.02]], "mulliken_charge": [-0.69, -0.62, -0.16, 0.60, 0.05, -0.88, -0.68, -0.70, -0.88, 1.02, 0.43, -0.32, -0.63, 0.83, -0.76, -0.53, -0.97, 0.17, 0.60, 0.93, -0.57, -0.51, -0.99, 0.21, 0.17, 0.55, 0.42, 0.43, 0.50, 0.55, 0.47, 0.49, 0.41, 0.55, 0.46, 0.48, 0.16, -1.93, 1.05, 0.17, 0.51, -0.28, -0.26, -0.19, 0.48, -0.26, -0.20, -0.25, 0.44, 0.39, 0.45, -0.99, -0.63, 0.26, -0.94, 1.32, 0.27, -0.55, -0.24, 0.38, 0.21, 0.33, 0.26, 0.36, 0.03, 0.19], "homo_ev": [-10.95, -10.92], "orbital_gap_ev": [5.89, 5.95], "total_energy_ha": -2705.13189, "relative_energy_ev": 1.9059, "charge": 1}

=====

{"formula": "C26H23AlCl5F2N6O2Se2", "method": "the ωB97M-V functional and the def2-TZVPD basis", "elements": ["Al", "Cl", "C", "C", "Cl", "C", "Cl", "C", "O", "C", "Cl", "C", "Cl", "C", "C", "C", "C", "N", "C", "Se", "N", "C", "C", "C", "C", "C", "C", "C", "C", "C", "C", "H", "H", "H", "H", "H", "H", "H", "H", "H", "H", "H", "H", "H", "H", "H", "H", "H", "H", "H", "H", "H", "H", "Se", "C", "N", "F", "C", "F", "H", "O", "N", "C", "C", "N", "C", "N"], "positions_angstrom": [[0.541752, 1.160239, -0.981381], [3.954704, 1.302982, 5.215553], [3.177861, 1.606449, 3.709203], [1.915166, 2.194974, 3.675871], [1.124621, 2.612579, 5.150319], [1.283083, 2.435584, 2.460110], [-0.287401, 3.132338, 2.378101], [1.883690, 2.092163, 1.251976], [1.242326, 2.329719, 0.136541], [3.161739, 1.511995, 1.296272], [3.908380, 1.104639, -0.194755], [3.799804, 1.266676, 2.508407], [5.359990, 0.545380, 2.523481], [-6.338741, -2.132272, 0.013175], [-6.529869, -1.014821, 1.031190], [-6.335220, 0.378896, 0.434320], [-4.880196, 0.722665, 0.119501], [-4.081423, 0.860415, 1.325985], [-3.119950, -0.000606, 1.759535], [-2.592160, -1.572385, 0.994492], [-2.587292, 0.529646, 2.897775], [-1.432522, -0.039232, 3.589157], [-1.824385, -1.139410, 4.564187], [-2.578839, -0.644438, 5.792581], [-1.687296, 0.091710, 6.783891], [-3.212244, 1.733180, 3.191764], [-3.034073, 2.647318, 4.216394], [-3.810306, 3.797118, 4.187238], [-4.732582, 4.024277, 3.167137], [-4.918581, 3.103434, 2.146490], [-4.149481, 1.950826, 2.182277], [-6.508604, -3.108534, 0.467946], [-5.323474, -2.136233, -0.381851], [-7.036968, -2.023881, -0.820786], [-5.832139, -1.152583, 1.861486], [-7.534158, -1.077532, 1.459684], [-6.734871, 1.134975, 1.117875], [-6.912000, 0.463455, -0.492402], [-4.797272, 1.663473, -0.428237], [-4.404260, -0.053087, -0.479543], [-0.911832, 0.786289, 4.082067], [-0.771554, -0.443252, 2.819041], [-0.908083, -1.650247, 4.874315], [-2.415977, -1.873696, 4.011549], [-3.039594, -1.500503, 6.295248], [-3.407203, -0.002700, 5.479901], [-0.921553, -0.575348, 7.183219], [-2.261683, 0.485946, 7.623513], [-1.161977, 0.931535, 6.320011], [-2.303423, 2.484422, 4.996389], [-3.688476, 4.536355, 4.967357], [-5.310432, 4.938796, 3.168471], [-5.625921, 3.285365, 1.348248], [1.513038, -2.606275, 1.711527], [1.119534, -1.342115, 0.546844], [0.879538, -0.498590, -0.220027], [-1.742023, 1.825686, -2.559754], [-1.430737, 1.365957, -1.288744], [-2.015462, 2.283745, -0.415997], [-1.987073, 0.433579, -1.152577], [1.500822, 1.357803, -2.504906], [1.156449, 0.454318, -3.409761], [1.795275, 0.531395, -4.532110], [1.483382, -0.420083, -5.550077], [1.254938, -1.160929, -6.397383], [2.782870, 1.541506, -4.796639], [3.572685, 2.348244, -5.007486]], "forces_ev_per_angstrom": [[0.15, 0.02, 0.03], [0.03, -0.02, 0.02], [-0.11, 0.04, -0.11], [0.01, -0.03, -0.09], [-0.04, 0.04, 0.04], [-0.03, 0.02, 0.47], [0.03, 0.05, 0.11], [0.21, -0.08, 0.12], [-0.03, -0.13, -0.57], [-0.02, 0.00, 0.10], [0.03, 0.00, -0.06], [-0.11, 0.06, -0.03], [0.01, -0.01, 0.01], [-0.01, 0.00, 0.00], [0.00, 0.04, -0.02], [-0.01, 0.06, 0.00], [0.04, -0.04, 0.04], [-0.01, 0.09, 0.14], [0.09, 0.02, 0.07], [-0.12, -0.01, -0.10], [-0.02, 0.05, -0.03], [0.03, 0.06, -0.03], [0.04, -0.08, -0.04], [-0.06, -0.08, 0.03], [0.04, 0.11, 0.01], [-0.01, -0.08, -0.09], [0.03, 0.00, 0.02], [0.03, -0.03, 0.04], [-0.03, 0.01, -0.02], [-0.02, -0.04, -0.06], [0.00, -0.04, -0.04], [0.00, -0.02, 0.01], [0.03, 0.00, -0.01], [-0.01, 0.01, 0.00], [0.03, -0.01, 0.01], [0.00, 0.01, -0.01], [0.02, -0.03, -0.01], [0.02, 0.00, -0.01], [-0.04, 0.00, -0.02], [-0.01, -0.01, 0.00], [-0.07, -0.05, -0.02], [-0.01, 0.00, 0.05], [0.02, -0.01, -0.01], [0.02, 0.03, 0.02], [0.02, 0.03, -0.02], [-0.03, 0.04, -0.01], [0.02, -0.03, 0.01], [0.00, 0.00, 0.01], [-0.04, -0.04, 0.01], [0.02, 0.00, 0.01], [0.01, 0.01, 0.01], [-0.01, 0.00, -0.01], [0.01, -0.01, 0.01], [-0.03, 0.17, -0.09], [0.24, -0.64, 0.57], [-0.18, 0.60, -0.47], [-0.02, 0.05, -0.17], [0.12, -0.09, 0.05], [-0.05, 0.02, 0.09], [-0.09, 0.00, -0.03], [-0.10, -0.18, -0.32], [0.07, 0.01, 0.02], [-0.10, 0.26, 0.50], [-0.08, -0.14, -0.19], [0.01, -0.01, 0.00], [0.10, 0.07, 0.04], [-0.02, -0.03, -0.04]], "mulliken_charge": [-0.43, -0.22, 0.27, 0.02, -0.19, 0.32, 0.00, -0.25, -0.40, 0.62, -0.14, 0.10, -0.21, -1.22, -0.15, -0.73, -1.38, 1.24, -0.82, -0.10, 0.98, 0.17, -0.67, -0.17, -1.08, 0.12, 0.06, -0.69, -0.96, -0.80, 0.28, 0.34, 0.26, 0.35, 0.07, 0.39, 0.35, 0.48, 0.39, 0.46, -0.28, -0.52, 0.50, 0.27, 0.38, 0.17, 0.39, 0.34, 0.06, 0.27, 0.43, 0.39, 0.49, -0.20, 0.53, -0.41, -0.35, 0.53, -0.23, -0.07, -0.11, -0.24, 0.70, -0.04, -0.45, 0.23, -0.44], "homo_ev": -5.45, "orbital_gap_ev": 7.46, "total_energy_ha": -9029.82703, "relative_energy_ev": 0.4276, "charge": -1}